No. 1
Here is a cluster of 4 separate species, C38H86F3NO4P2S in total from the Open Molecules 2025 dataset. Energies are from ωB97M-V/def2-TZVPD.

Values from the calculation:
Max |F| ... 0.06760 Eh/bohr
LUMO energy ... -3.73 eV
Electronic energy ... -88032.927 eV
Net charge ... +2
E_HOMO ... -14.18 eV

Each line ends with the Löwdin charge.
Cartesian coordinates (Å):
C (-0.413591, 2.604610, -4.584034)  0.06
N (1.148463, 2.709248, -4.497069)  -0.32
C (1.691336, 3.713504, -5.463342)  0.01
C (1.333755, 3.245933, -3.062100)  0.01
C (1.888784, 1.375467, -4.657826)  -0.08
C (1.706504, 0.550988, -5.941767)  -0.23
O (0.426610, 0.044575, -6.077523)  -0.05
H (-0.629868, 2.179839, -5.564287)  0.10
H (-0.792983, 3.622546, -4.494806)  0.11
H (-0.750668, 2.005320, -3.738264)  0.09
H (1.284630, 4.721638, -5.542995)  0.12
H (1.899075, 3.183797, -6.393041)  0.10
H (2.683919, 3.878843, -5.044356)  0.10
H (1.081035, 2.475744, -2.333372)  0.07
H (0.758627, 4.169560, -2.996821)  0.11
H (2.400673, 3.433820, -2.941759)  0.11
H (1.623917, 0.760744, -3.797559)  0.11
H (2.939336, 1.640490, -4.538726)  0.14
H (2.400159, -0.287299, -6.006720)  0.13
H (1.976427, 1.160203, -6.804381)  0.12
H (0.400443, -0.901528, -5.916918)  0.10
C (0.789082, 5.220892, 0.421062)  -0.08
C (1.206150, 4.744011, 1.844604)  -0.24
C (2.427192, 3.747023, 1.947388)  -0.21
C (2.848131, 3.220624, 3.343707)  -0.25
P (1.970359, 1.852230, 4.164520)  1.05
C (0.195592, 2.112320, 4.403913)  -0.28
C (-0.553433, 0.977452, 5.127340)  -0.23
C (-1.997705, 1.455023, 5.469368)  -0.21
C (-2.891973, 0.265192, 6.054896)  -0.08
C (2.007186, 0.396068, 3.007155)  -0.24
C (3.304929, 0.187002, 2.126833)  -0.18
C (3.428517, -1.381960, 1.869697)  -0.27
C (4.686935, -1.812630, 1.183518)  -0.12
C (2.855268, 1.525239, 5.772236)  -0.28
C (2.721787, 2.606942, 6.761037)  -0.24
C (3.613639, 2.403008, 8.047607)  -0.25
C (3.571901, 1.163349, 8.795692)  -0.13
H (0.855405, 4.454905, -0.351562)  0.04
H (1.492529, 6.024011, 0.201401)  0.07
H (-0.239333, 5.579352, 0.376667)  0.08
H (0.302880, 4.328720, 2.291527)  0.08
H (1.417896, 5.563781, 2.531076)  0.10
H (3.278199, 4.233867, 1.471091)  0.11
H (2.240014, 2.954597, 1.222722)  0.08
H (2.960278, 4.000034, 4.097395)  0.09
H (3.890461, 2.901934, 3.334469)  0.09
H (-0.199732, 2.379334, 3.423856)  0.07
H (0.132275, 3.061537, 4.935953)  0.10
H (-0.061547, 0.763676, 6.076258)  0.10
H (-0.545494, 0.058564, 4.541083)  0.11
H (-2.488347, 1.915963, 4.612108)  0.10
H (-1.881950, 2.145534, 6.304780)  0.10
H (-3.166751, -0.473106, 5.301571)  0.06
H (-3.793583, 0.659661, 6.523507)  0.07
H (-2.291193, -0.314384, 6.755792)  0.06
H (1.167550, 0.581786, 2.337353)  0.06
H (1.774576, -0.487929, 3.600904)  0.09
H (4.171426, 0.468961, 2.724996)  0.10
H (3.150520, 0.686711, 1.170512)  0.10
H (2.566007, -1.743337, 1.309709)  0.09
H (3.514836, -1.923001, 2.811998)  0.11
H (5.478635, -1.193183, 1.604933)  0.08
H (4.738198, -1.548323, 0.127285)  0.05
H (4.776120, -2.898784, 1.204116)  0.09
H (3.873401, 1.279683, 5.470246)  0.11
H (2.371047, 0.612922, 6.120541)  0.09
H (1.659934, 2.732797, 6.972543)  0.11
H (3.082458, 3.518459, 6.284443)  0.10
H (3.226151, 3.168982, 8.719355)  0.11
H (4.654606, 2.646355, 7.834852)  0.12
H (2.683367, 1.120622, 9.425589)  0.08
H (4.367148, 1.026265, 9.528421)  0.09
H (3.499298, 0.239499, 8.221810)  0.07
C (-4.229559, -4.984621, -5.095958)  -0.11
C (-2.853252, -5.173867, -4.488118)  -0.27
C (-2.731773, -4.648098, -3.084766)  -0.26
C (-1.335868, -4.362024, -2.410678)  -0.20
P (-1.462371, -2.854772, -1.262397)  1.09
C (-2.542549, -1.536988, -1.966550)  -0.22
C (-2.166693, -1.232273, -3.455027)  -0.23
C (-3.369569, -0.544792, -4.089991)  -0.21
C (-3.258560, -0.687747, -5.685127)  -0.08
C (-2.049854, -3.671721, 0.301883)  -0.27
C (-3.517483, -4.041490, 0.393500)  -0.23
C (-4.243089, -3.217090, 1.548408)  -0.22
C (-5.763469, -2.932358, 1.395057)  -0.10
C (0.274678, -2.333994, -0.988319)  -0.26
C (1.010938, -1.787220, -2.222117)  -0.24
C (2.569441, -1.838488, -2.058050)  -0.24
C (3.429410, -1.777831, -3.315703)  -0.09
H (-4.598467, -3.963580, -5.193384)  0.07
H (-5.009478, -5.421699, -4.472441)  0.08
H (-4.310663, -5.454398, -6.076177)  0.08
H (-2.216304, -4.618327, -5.176430)  0.10
H (-2.515242, -6.207370, -4.563831)  0.12
H (-3.180218, -5.382019, -2.415165)  0.11
H (-3.422885, -3.806289, -3.042040)  0.08
H (-0.657210, -4.072282, -3.212904)  0.07
H (-0.885189, -5.216652, -1.906095)  0.10
H (-2.483050, -0.604310, -1.405591)  0.06
H (-3.523391, -1.999414, -1.856061)  0.08
H (-2.062491, -2.212892, -3.919405)  0.08
H (-1.240171, -0.668270, -3.562511)  0.09
H (-3.296269, 0.527334, -3.907550)  0.10
H (-4.369302, -0.934291, -3.897835)  0.11
H (-2.310864, -0.306229, -6.065157)  0.05
H (-4.024638, -0.221607, -6.304752)  0.07
H (-3.279078, -1.733603, -5.991502)  0.06
H (-1.687850, -2.944482, 1.028648)  0.08
H (-1.449826, -4.489160, 0.701705)  0.11
H (-3.674154, -5.097647, 0.612753)  0.12
H (-3.998190, -3.782179, -0.549787)  0.08
H (-3.782583, -2.230443, 1.497825)  0.09
H (-3.953754, -3.728849, 2.466277)  0.11
H (-6.006470, -2.242668, 0.586740)  0.07
H (-6.166002, -2.445366, 2.283263)  0.07
H (-6.353858, -3.839873, 1.268724)  0.07
H (0.754191, -3.274784, -0.717985)  0.10
H (0.297987, -1.668772, -0.125164)  0.08
H (0.738059, -0.757122, -2.451317)  0.07
H (0.748789, -2.340367, -3.124005)  0.09
H (2.698582, -2.789202, -1.540786)  0.10
H (2.898973, -1.119773, -1.307733)  0.09
H (3.647948, -0.752702, -3.614797)  0.05
H (2.933043, -2.232782, -4.172871)  0.07
H (4.380589, -2.289627, -3.169363)  0.08
C (-2.559959, 2.353110, 0.026983)  -0.56
F (-2.995280, 2.632415, 1.281224)  0.12
F (-3.544037, 1.704512, -0.652036)  0.11
F (-2.262889, 3.447228, -0.722985)  0.10
S (-0.975733, 1.252367, 0.172301)  0.51
O (-1.380554, -0.016677, 0.692442)  -0.33
O (-0.465559, 1.151496, -1.233114)  -0.37
O (-0.114358, 1.926330, 1.153632)  -0.34

Atoms 1-2, force components in eV/Å:
1.4 -0.2 -0.7
-2.2 0.4 1.1


No. 2
Here is a cluster of 8 separate species, C44H86N3O7S2 in total from the Open Molecules 2025 dataset. Energies are from ωB97M-V/def2-TZVPD.

Values from the calculation:
Max |F| ... 0.09074 Eh/bohr
LUMO energy ... -2.83 eV
Electronic energy ... -87486.519 eV
Net charge ... +1
E_HOMO ... -10.40 eV

Each line ends with the Löwdin charge.
Cartesian coordinates (Å):
C (1.785973, -4.071260, 1.861878)  -0.12
C (2.692629, -3.094360, 1.008175)  -0.26
C (2.807369, -3.451397, -0.532291)  -0.21
C (1.470400, -3.938177, -1.227095)  -0.21
C (0.527010, -2.767816, -1.730900)  -0.18
C (-0.203777, -1.956686, -0.568608)  -0.19
C (-1.628792, -2.500418, -0.171984)  -0.15
C (-2.552639, -1.450971, 0.576388)  -0.20
N (-1.892723, -0.682843, 1.659599)  -0.20
C (-1.313935, 0.618155, 1.219490)  -0.19
C (0.243568, 0.749408, 1.486596)  -0.16
C (1.110004, 1.186210, 0.234923)  -0.18
C (0.520631, 2.387576, -0.629082)  -0.20
C (1.352867, 3.735182, -0.542583)  -0.20
C (1.141755, 4.498109, 0.843348)  -0.21
C (-0.384072, 4.808145, 1.163405)  -0.25
C (-0.521500, 5.493612, 2.613799)  -0.11
C (-2.691030, -0.574788, 2.858709)  -0.98
S (-2.464965, -1.739589, 4.022512)  0.76
S (-3.912634, 0.749540, 3.253636)  0.83
C (-5.641663, 0.122269, 3.122197)  -0.47
C (-6.340602, 0.638630, 1.768683)  -0.23
C (-5.483868, 0.058896, 0.567380)  -0.13
C (-6.173370, 0.196294, -0.833949)  -0.19
N (-7.492856, 0.332797, -1.180897)  0.16
C (-7.457197, 0.450149, -2.605775)  -0.01
C (-6.080189, 0.370583, -3.071334)  0.00
N (-5.290777, 0.191166, -1.893453)  0.14
H (2.136383, -5.137162, 1.827976)  0.08
H (0.742783, -4.017788, 1.417156)  0.04
H (1.681770, -3.657928, 2.908496)  0.08
H (2.347455, -2.024757, 1.170008)  0.09
H (3.732458, -3.129298, 1.469292)  0.10
H (3.103152, -2.485281, -1.058545)  0.11
H (3.672363, -4.158941, -0.729610)  0.10
H (1.786243, -4.507254, -2.160648)  0.11
H (0.865479, -4.673597, -0.621967)  0.10
H (1.092122, -2.073833, -2.423292)  0.10
H (-0.289577, -3.254369, -2.349228)  0.11
H (-0.364208, -0.902152, -0.961564)  0.08
H (0.390040, -1.842596, 0.377333)  0.08
H (-2.153393, -2.765828, -1.149881)  0.11
H (-1.581785, -3.476491, 0.402281)  0.09
H (-3.395922, -2.050751, 1.046589)  0.11
H (-3.029214, -0.785892, -0.217366)  0.08
H (-1.809768, 1.532452, 1.650486)  0.09
H (-1.459305, 0.679652, 0.094709)  0.11
H (0.441133, 1.513026, 2.302936)  0.11
H (0.692631, -0.216617, 1.878326)  0.10
H (1.369302, 0.350720, -0.471656)  0.10
H (2.102006, 1.556402, 0.648017)  0.09
H (-0.554869, 2.646880, -0.425449)  0.08
H (0.561671, 2.061014, -1.715768)  0.09
H (0.947307, 4.410234, -1.365819)  0.11
H (2.421934, 3.505872, -0.798335)  0.10
H (1.617838, 3.866417, 1.654321)  0.09
H (1.662004, 5.502100, 0.730432)  0.10
H (-0.869772, 5.418504, 0.350906)  0.11
H (-0.983881, 3.844878, 1.241334)  0.08
H (-1.469375, 5.111384, 3.100625)  0.07
H (0.374681, 5.165878, 3.206423)  0.07
H (-0.581223, 6.603690, 2.460183)  0.07
H (-5.760011, -0.986532, 3.259744)  0.09
H (-6.223739, 0.606184, 3.967215)  0.09
H (-6.300473, 1.765340, 1.816850)  0.12
H (-7.403773, 0.261245, 1.745340)  0.11
H (-5.252763, -1.021873, 0.819254)  0.12
H (-4.540495, 0.683504, 0.508429)  0.11
H (-8.273264, 0.357593, -0.526169)  0.18
H (-8.349704, 0.609037, -3.251134)  0.13
H (-5.692733, 0.443796, -4.119189)  0.14
H (-4.273628, 0.087659, -1.882489)  0.14
C (-2.208278, 0.402696, -3.995945)  -0.03
C (-0.713760, 0.564559, -4.150075)  -0.48
O (0.048412, 0.179258, -3.291507)  0.07
C (-0.212803, 1.220585, -5.407524)  -0.01
H (-2.419922, -0.086815, -3.040608)  0.05
H (-2.691205, 1.383074, -4.004788)  0.09
H (-2.600740, -0.218897, -4.803547)  0.09
H (-0.606833, 2.236853, -5.480092)  0.09
H (-0.515900, 0.634688, -6.278378)  0.09
H (0.877453, 1.268410, -5.379511)  0.06
C (6.008363, 3.489110, 2.345895)  -0.03
C (4.581682, 3.018494, 2.295735)  -0.49
O (4.003313, 2.861126, 1.237787)  0.04
C (3.895698, 2.750138, 3.609449)  -0.01
H (6.375367, 3.642762, 1.330263)  0.08
H (6.066396, 4.434557, 2.886072)  0.07
H (6.631730, 2.735829, 2.832808)  0.09
H (3.864140, 3.664643, 4.205028)  0.09
H (4.425452, 1.964879, 4.152141)  0.09
H (2.872837, 2.417699, 3.422596)  0.07
C (-6.452353, -3.136850, 7.990992)  -0.02
C (-6.237700, -1.989810, 7.037644)  -0.50
O (-7.104538, -1.163527, 6.837753)  0.06
C (-4.904509, -1.907220, 6.340086)  -0.07
H (-7.453399, -3.069311, 8.418324)  0.08
H (-6.362222, -4.085581, 7.458102)  0.08
H (-5.721831, -3.089133, 8.800832)  0.09
H (-4.747208, -2.800839, 5.733267)  0.06
H (-4.104179, -1.804457, 7.075255)  0.09
H (-4.892144, -1.034839, 5.686922)  0.03
C (-2.399815, -7.296283, 2.785267)  -0.02
C (-1.743519, -5.939988, 2.774555)  -0.49
O (-1.392912, -5.417835, 1.736392)  0.04
C (-1.540667, -5.259145, 4.103984)  -0.04
H (-2.481647, -7.666487, 1.762624)  0.08
H (-1.795660, -7.997350, 3.364197)  0.09
H (-3.401976, -7.221326, 3.212105)  0.09
H (-0.898825, -5.871252, 4.740817)  0.09
H (-2.506354, -5.094804, 4.587096)  0.08
H (-1.059116, -4.293690, 3.946873)  0.03
C (4.877812, 8.511796, 1.414114)  -0.02
C (4.964846, 7.016679, 1.576486)  -0.48
O (5.177344, 6.513797, 2.663180)  0.05
C (4.777904, 6.176992, 0.338803)  -0.01
H (5.031030, 8.990273, 2.382142)  0.08
H (5.652145, 8.856906, 0.726284)  0.09
H (3.890469, 8.788183, 1.038948)  0.09
H (5.548247, 6.421392, -0.395535)  0.09
H (3.786399, 6.352640, -0.083032)  0.08
H (4.863985, 5.122862, 0.597548)  0.05
C (4.661407, 1.363318, -7.872944)  -0.02
C (3.432494, 0.866375, -7.158058)  -0.49
O (2.936381, 1.494847, -6.243666)  0.05
C (2.844733, -0.439199, -7.620689)  -0.02
H (4.975326, 2.312032, -7.435759)  0.08
H (5.472580, 0.641073, -7.762884)  0.09
H (4.438506, 1.521251, -8.929932)  0.09
H (3.576694, -1.238886, -7.497885)  0.05
H (2.541427, -0.360493, -8.667235)  0.09
H (1.965855, -0.673987, -7.018081)  0.08
C (5.498332, -2.744629, -4.067058)  -0.01
C (5.196519, -3.308267, -5.431097)  -0.49
O (4.626849, -2.646550, -6.275164)  0.05
C (5.628735, -4.724723, -5.706341)  -0.02
H (5.131257, -1.718957, -4.010171)  0.08
H (4.997682, -3.338875, -3.299745)  0.08
H (6.576651, -2.740895, -3.896469)  0.09
H (5.133985, -5.406152, -5.011582)  0.09
H (6.712725, -4.808398, -5.608195)  0.09
H (5.347358, -4.997266, -6.724189)  0.08

Atoms 1-2, force components in eV/Å:
-0.8 1.1 -0.8
0.7 -0.4 0.7


- The highest E_HOMO belongs to which entry?
  C44H86N3O7S2


- Which value of E_HOMO does entry 2 give?
  -10.40 eV


- Which of these has the lowest max |F|?
  C38H86F3NO4P2S


- Among the records above, which one has the highest LUMO energy?
  C44H86N3O7S2